{
  "formula": "C4H4O",
  "method": "ωB97M-V/def2-TZVPD",
  "homo_ev": -10.20,
  "e_tot_ev": -6257.866,
  "e_above_lowest_kcal_mol": 34.9,
  "homo_lumo_gap_ev": 10.56,
  "smiles": "CC#CC=O",
  "elements": ["C", "C", "C", "C", "O", "H", "H", "H", "H"],
  "xyz": [[-1.684558, 0.525470, -0.301923], [-0.323357, 0.012852, -0.360487], [0.819346, -0.353358, -0.222213], [2.104963, -0.659270, 0.372954], [2.467097, -0.072533, 1.368975], [-1.791809, 1.442797, -0.887498], [-1.885638, 0.767228, 0.746361], [-2.423851, -0.205589, -0.637956], [2.717808, -1.457597, -0.078209]],
  "atomic_forces_ev_per_a": [[-0.11, 0.01, 0.01], [0.55, -0.17, 0.15], [-0.62, 0.26, 0.10], [0.11, 0.13, 0.33], [0.09, -0.29, -0.41], [0.03, -0.15, 0.02], [-0.11, 0.02, -0.15], [0.13, 0.09, -0.03], [-0.07, 0.10, -0.03]],
  "mulliken_charge": [-1.07, 0.39, 0.09, -0.11, -0.42, 0.28, 0.26, 0.29, 0.28]
}